Record 1
Below is a 10-piece molecular cluster, C21H60F6N6O9P overall, with properties calculated with ωB97M-V with the def2-TZVPD basis set.

Geometry as XYZ:
```
103
Properties=species:S:1:pos:R:3:forces:R:3:lowdin_charge:R:1
P 0.93897 -0.09037 0.34882 -1.769 0.317 0.873 0.08
F 1.55644 1.31564 -0.05895 0.976 0.645 0.196 -0.16
F 0.86861 -0.47323 -1.21236 0.891 -0.794 -0.500 -0.18
F 2.39882 -0.76212 0.59418 -0.011 0.448 -0.486 -0.18
F 0.25915 -1.46579 0.75775 -0.237 -1.300 -0.124 -0.16
F 0.84451 0.33915 1.92381 0.668 0.317 -0.227 -0.19
F -0.55185 0.53992 0.14037 -0.424 0.370 0.183 -0.20
C 6.97436 -5.29856 -2.76794 6.917 -1.749 0.646 -0.73
O 8.22412 -5.09631 -2.54733 -2.694 -0.007 -1.208 -0.06
N 6.08476 -4.55639 -2.25573 -3.503 2.741 1.748 0.18
N 6.59026 -6.40078 -3.43884 -0.288 -1.030 -1.250 0.14
H 6.41826 -3.78504 -1.69545 -0.375 -0.204 0.020 0.13
H 5.11908 -4.85216 -2.24640 0.049 0.524 0.052 0.12
H 7.40334 -6.86429 -3.81853 -0.326 -0.342 0.246 0.10
H 5.83288 -6.96481 -3.08060 0.145 0.079 -0.214 0.10
C 5.25117 1.93432 3.95777 4.332 2.859 4.689 -0.90
O 5.95094 2.51399 4.77308 1.700 0.415 2.223 0.00
N 5.50719 0.76036 3.58118 1.346 -5.597 -1.569 0.19
N 4.31139 2.55091 3.44448 -6.566 3.063 -4.647 0.20
H 5.02601 0.37174 2.78272 0.479 -0.568 0.311 0.12
H 6.38212 0.46599 3.99096 -0.227 -0.747 -0.633 0.13
H 4.14344 2.17660 2.52155 -1.241 0.889 -0.181 0.12
H 4.20606 3.53610 3.64046 0.056 -0.365 -0.220 0.14
C -0.54051 6.89362 -0.61041 1.028 -1.135 2.374 -0.71
O -0.56058 6.72326 0.63886 -0.360 -0.349 -3.190 0.00
N -0.28583 6.06385 -1.63186 0.442 -4.085 0.903 0.14
N -0.60993 8.05700 -1.19040 -1.430 5.461 0.059 0.12
H -0.40150 6.31251 -2.60392 -0.058 -0.419 0.572 0.10
H -0.23758 5.10577 -1.31585 0.221 -0.273 -0.839 0.12
H -0.62248 8.13160 -2.19757 -0.204 0.192 0.478 0.10
H -1.20069 8.68621 -0.66581 0.343 0.577 -0.309 0.12
C 0.05301 -7.12184 -2.14002 1.927 0.171 -0.457 -0.04
C 1.19956 -6.10838 -2.57123 -3.129 0.414 0.395 -0.49
C 0.61906 -5.05334 -3.48234 0.945 0.212 -2.495 -0.09
O 1.70829 -5.51817 -1.41862 1.223 0.010 0.948 -0.05
H -0.42435 -6.77867 -1.22215 -0.114 0.199 -0.291 0.08
H 0.58656 -8.04143 -1.89964 -0.389 -0.331 0.060 0.06
H -0.64084 -7.28326 -2.96502 -0.073 -0.086 0.195 0.07
H 2.00024 -6.57350 -3.14626 0.033 -0.365 0.236 0.13
H 1.45262 -4.46326 -3.86325 0.197 0.571 0.382 0.08
H -0.20442 -4.35879 -3.31626 -0.034 -0.386 1.119 0.09
H 0.36739 -5.52900 -4.43025 -0.436 -0.417 -0.065 0.07
H 1.39895 -4.61374 -1.32974 -0.091 0.072 -0.025 0.09
C 3.22251 2.32875 -5.24299 -0.784 -1.189 0.386 -0.06
C 4.61539 2.21982 -4.58873 -0.401 1.355 -0.850 -0.49
C 5.70202 2.57651 -5.55571 0.609 -1.044 -1.119 -0.07
O 4.80855 3.18844 -3.57249 -0.464 -0.430 0.812 -0.05
H 3.17379 1.82396 -6.20783 0.419 0.283 -0.311 0.07
H 2.69411 3.27984 -5.30876 0.696 0.330 0.010 0.08
H 2.54587 1.68016 -4.68659 -0.203 0.111 0.466 0.07
H 4.69222 1.18608 -4.25171 0.302 -0.007 0.331 0.14
H 6.66049 2.09984 -5.35019 0.060 0.123 0.491 0.08
H 5.86479 3.65261 -5.61580 -0.275 -0.085 -0.132 0.09
H 5.41980 2.13356 -6.51082 0.097 0.426 -0.379 0.07
H 4.16889 3.00756 -2.87987 -0.088 0.109 0.332 0.09
C 0.77599 -1.86991 7.52269 -0.074 -2.706 1.104 -0.09
C 1.83882 -0.91560 8.00957 0.140 -2.786 -2.152 -0.51
C 3.22707 -1.47986 7.66614 1.314 -0.072 1.923 -0.06
O 1.67647 0.11285 7.14579 -0.201 4.278 -0.697 -0.05
H -0.27090 -1.59525 7.65186 0.211 0.235 0.329 0.08
H 1.00880 -2.81776 8.00797 -0.725 -0.407 0.618 0.07
H 0.88015 -2.23269 6.50014 0.358 0.843 -0.474 0.08
H 1.68867 -0.68565 9.06441 0.212 0.509 -0.172 0.14
H 3.64902 -2.18070 8.38647 -0.520 -0.687 0.135 0.07
H 3.96807 -0.69469 7.81624 -0.165 0.507 -0.503 0.08
H 3.37951 -1.90970 6.67615 -0.557 0.189 -0.093 0.08
H 1.63791 -0.24416 6.25547 -0.001 0.123 -0.050 0.10
C -4.33051 3.27162 3.90451 -1.087 -0.510 0.768 -0.06
C -5.14957 4.26695 3.13387 1.101 1.896 -0.005 -0.49
C -6.65386 4.37959 3.44474 0.851 0.006 -0.908 -0.04
O -4.58818 5.55658 3.43975 -0.245 0.940 0.378 -0.09
H -4.89542 2.33975 3.92886 0.584 -0.558 -0.331 0.07
H -4.28921 3.56634 4.95310 0.095 0.260 0.050 0.08
H -3.31363 3.21792 3.51570 -0.183 -0.403 -0.036 0.09
H -4.84610 4.17236 2.09125 -1.116 -0.640 -0.479 0.13
H -7.07740 5.35422 3.20220 0.570 0.273 -0.089 0.07
H -6.81807 4.25683 4.51529 -0.269 -0.624 -0.172 0.08
H -7.15636 3.72887 2.72910 -0.401 -0.624 0.772 0.07
H -3.70426 5.60613 3.06849 0.137 -0.019 0.026 0.08
C -7.08634 -1.23331 1.54683 1.944 -0.156 0.221 -0.05
C -5.69674 -1.83810 1.15232 -0.984 1.274 -0.857 -0.51
C -4.89853 -2.49121 2.23999 0.147 0.077 1.053 -0.05
O -6.03115 -2.72775 0.12688 0.149 -2.009 -0.947 -0.07
H -6.90012 -0.49395 2.32578 -0.647 -0.001 0.211 0.07
H -7.70174 -2.08984 1.82202 -0.147 0.308 0.359 0.08
H -7.50351 -0.76219 0.65681 -0.075 0.128 0.128 0.07
H -5.08795 -1.10122 0.62840 0.249 0.617 0.623 0.13
H -5.53875 -2.97556 2.97728 -0.116 -0.440 -0.194 0.08
H -4.35738 -1.76015 2.84065 -0.118 0.444 -0.166 0.08
H -4.09931 -3.15983 1.92015 -0.382 -0.154 -0.434 0.09
H -6.33647 -2.21043 -0.62196 0.003 -0.076 -0.003 0.08
C -3.81678 1.62502 -4.33844 -0.372 0.796 1.729 -0.07
C -3.69354 0.15065 -4.66426 0.861 1.370 -0.087 -0.52
C -4.61479 -0.28120 -5.72185 -1.352 -0.423 -0.596 -0.08
O -2.37306 -0.00964 -5.18728 0.037 -0.857 0.795 -0.05
H -3.15730 2.30550 -4.87709 -0.824 -0.247 -1.401 0.08
H -3.43789 1.98427 -3.38163 0.213 -1.083 0.888 0.07
H -4.87107 1.86704 -4.20425 -0.071 0.604 -0.788 0.08
H -3.91432 -0.49170 -3.81176 0.484 0.105 0.450 0.14
H -4.31364 0.13088 -6.68497 0.020 -0.374 -0.114 0.09
H -5.63728 0.04278 -5.52780 -0.044 0.255 0.090 0.08
H -4.68192 -1.36748 -5.66183 0.272 -0.093 -0.776 0.08
H -1.85287 0.08092 -4.38553 0.815 -0.065 -0.142 0.09
```
Positions in Å, forces in eV/Å.

- HOMO (eV) = -7.1322
- strongest force on any atom (eV/A) = 8.607
- LUMO energy (eV) = 1.84
- orbital gap (eV) = 9.0
- net charge = -1


Record 2
Below is a 9-piece molecular cluster, C21H60N2O9 overall, with properties calculated with ωB97M-V with the def2-TZVPD basis set.

Geometry as XYZ:
```
92
Properties=species:S:1:pos:R:3:forces:R:3:lowdin_charge:R:1
N 1.87763 -1.96294 0.93952 -0.609 -0.142 1.380 0.17
C 2.64462 -2.57948 0.05232 -1.416 1.615 -6.380 -0.58
N 3.58835 -3.34853 0.56989 1.778 -1.243 0.724 0.15
O 2.47340 -2.40773 -1.31414 0.972 -1.033 6.641 -0.12
H 1.41447 -1.13603 0.60232 -0.484 0.461 -0.044 0.02
H 1.96216 -2.05681 1.96420 0.224 -0.197 -1.227 0.13
H 4.29469 -3.62903 -0.07032 0.248 -0.392 -0.691 0.10
H 4.01596 -3.03243 1.43097 -0.361 -0.060 0.020 0.10
C -3.87447 0.84555 -1.28270 0.474 -0.435 -0.890 -0.02
C -4.30891 1.02997 -2.75978 7.537 2.631 1.567 -0.65
C -3.35276 0.42663 -3.74335 1.633 0.989 -0.835 -0.03
O -5.43828 0.55584 -2.97574 -9.181 -3.745 -1.330 0.03
H -3.10809 1.58059 -1.15209 0.665 0.280 0.642 0.05
H -3.49618 -0.16750 -0.96859 -0.376 0.866 -0.881 0.08
H -4.69879 1.07070 -0.62067 -0.289 0.254 0.126 0.07
H -4.34225 2.07228 -3.03311 0.560 1.340 0.486 0.13
H -2.33944 0.89237 -3.78746 -0.825 0.253 0.128 0.09
H -3.76141 0.42073 -4.75936 -0.029 0.046 0.244 0.09
H -3.10700 -0.54386 -3.45351 0.033 -2.067 0.331 0.04
H -6.07179 1.03515 -2.42844 -0.326 -0.421 -0.213 0.13
C -0.11952 0.85011 3.44884 1.095 0.149 -2.348 0.00
C 1.20989 1.51255 3.84459 -0.828 -4.632 1.424 -0.54
C 2.34226 0.55593 3.98295 0.217 -3.150 -0.313 -0.04
O 1.64914 2.32758 2.93689 0.342 5.271 -5.560 -0.01
H -0.55993 0.23561 4.15815 -0.353 -1.172 1.873 0.06
H 0.02525 0.18477 2.56111 0.099 0.663 0.465 0.08
H -0.91972 1.52221 3.17095 0.074 0.663 -0.067 0.06
H 1.10934 1.97969 4.74932 -0.646 1.384 2.633 0.12
H 2.58159 -0.05297 3.06898 -1.068 0.355 0.484 0.07
H 2.20084 -0.11601 4.80367 -0.104 -0.738 0.572 0.08
H 3.31275 0.95484 4.09548 0.907 1.413 0.610 0.07
H 2.24787 2.99714 3.26268 0.161 0.073 0.386 0.14
C 2.34816 4.41030 -1.66244 -0.235 -1.754 -2.702 -0.01
C 1.18285 3.59401 -1.13827 -1.986 4.217 -8.711 -0.62
C 0.56155 2.72781 -2.23726 1.669 1.587 -2.007 -0.02
O 1.43379 2.80297 -0.22982 2.924 -6.576 8.075 0.01
H 2.74023 5.06734 -0.97474 1.394 0.997 1.957 0.05
H 2.02589 5.07191 -2.44444 -0.605 0.342 -0.570 0.08
H 3.07591 3.74828 -2.20615 -0.194 0.561 1.058 0.10
H 0.42364 4.25440 -0.84995 -1.437 1.556 0.384 0.12
H 1.25771 2.17846 -2.88815 0.156 -0.255 0.741 0.10
H 0.07003 3.32378 -2.95503 -0.440 1.374 -1.059 0.07
H -0.24506 2.16059 -1.94969 -1.451 -1.863 1.393 0.03
H 1.43988 3.26774 0.59292 0.015 0.044 1.311 0.11
C 4.09654 0.84874 -0.84071 0.552 -0.899 0.035 -0.01
C 3.84088 0.68298 0.63513 0.104 -9.188 -5.233 -0.69
C 4.87988 -0.28142 1.20932 -0.004 -1.442 -0.113 -0.03
O 3.83961 1.66210 1.35309 1.521 11.310 6.821 0.04
H 5.04991 1.36016 -0.99723 -0.029 -0.018 -0.114 0.09
H 3.29799 1.40077 -1.25023 -0.806 0.820 -0.848 0.04
H 4.10451 -0.16114 -1.28292 0.045 0.488 -0.114 0.08
H 2.85628 0.30166 0.82087 -0.629 -1.787 -1.050 0.10
H 4.41612 -0.71069 2.11439 0.609 -0.027 -0.080 0.06
H 5.78396 0.25678 1.46805 0.079 0.322 0.237 0.08
H 5.21513 -1.09703 0.53139 -0.510 0.436 0.346 0.08
H 2.97701 2.01062 1.55639 -0.307 0.039 0.033 0.07
C -0.31451 -5.10994 -2.24868 -0.282 -0.601 2.037 -0.02
C -1.06218 -4.15065 -1.39822 2.392 6.217 -6.039 -0.61
C -1.95869 -3.19442 -2.27129 3.468 1.491 0.478 -0.02
O -1.84865 -4.55964 -0.50072 -4.037 -3.503 5.986 0.04
H 0.27224 -4.60509 -2.93763 0.799 0.689 -1.690 0.08
H -0.81928 -5.98851 -2.55508 -1.190 -0.505 -1.164 0.08
H 0.34688 -5.53506 -1.55745 1.710 -0.792 1.024 0.07
H -0.34482 -3.48019 -0.94847 0.826 0.171 0.183 0.11
H -1.34657 -2.67384 -3.02358 -0.357 -0.477 -0.346 0.09
H -2.34503 -2.37604 -1.68686 -0.379 0.077 0.663 0.04
H -2.71887 -3.77652 -2.62356 -2.163 -1.298 -1.467 0.05
H -1.98891 -5.46750 -0.69235 -0.816 -1.487 0.427 0.10
C -3.65971 -0.09633 1.59519 1.380 -0.817 2.602 -0.02
C -3.33936 -1.62394 1.47726 4.871 7.811 -7.496 -0.66
C -1.89691 -1.90966 1.54933 3.269 2.652 -1.303 -0.03
O -3.76289 -2.42598 2.25014 -8.751 -10.053 11.336 0.05
H -3.08607 0.54644 0.97446 0.620 -0.195 -0.921 0.01
H -3.39673 0.30406 2.58175 -0.007 -0.387 0.375 0.08
H -4.66105 0.16614 1.47084 -1.862 -0.001 -0.397 0.06
H -3.81402 -1.85377 0.56494 0.278 0.083 -2.698 0.12
H -1.54712 -1.59046 0.59645 1.570 0.746 -0.727 0.06
H -1.52361 -2.89035 1.64042 -0.706 -1.807 -0.143 0.07
H -1.34609 -1.44465 2.39818 -0.701 0.459 -0.649 0.09
H -3.82209 -3.33808 1.88742 0.101 1.198 0.533 0.16
C 0.15245 -0.49149 -1.26553 0.762 0.811 -0.905 -0.12
O 0.69637 0.11171 -0.10172 -1.258 -0.248 0.238 -0.15
H 0.29441 -1.53145 -1.11840 0.312 -0.948 -0.495 0.03
H 0.71725 -0.08351 -2.13854 -0.472 -0.880 0.425 0.11
H -0.90363 -0.33833 -1.43767 -0.533 0.569 0.307 0.06
H 1.03837 0.95825 -0.34221 0.423 1.251 -0.006 0.03
C -1.52716 2.70713 0.80192 -1.515 2.444 -0.467 -0.14
O -0.94039 3.91083 1.27373 -0.373 0.421 -1.449 -0.07
H -2.38351 2.42878 1.39447 -0.653 0.130 -0.099 0.08
H -0.87323 1.94906 0.82917 2.614 -2.989 0.335 0.02
H -1.72576 2.83483 -0.25241 -0.599 0.302 -0.110 0.08
H -0.68520 3.72016 2.14660 0.697 -0.097 1.873 0.04
```
Positions in Å, forces in eV/Å.

- HOMO (eV) = -8.9949
- strongest force on any atom (eV/A) = 17.497
- SMILES string = NC(N)=O.CC(C)O.CC(C)O.CC(C)O.CC(C)O.CC(C)O.CC(C)O.CO.CO
- LUMO energy (eV) = 0.25
- orbital gap (eV) = 9.2
- net charge = 0